{"formula": "C40H43BN10O5PtS", "method": "ωB97M-V with the def2-TZVPD basis set", "species": ["Pt", "C", "C", "C", "C", "N", "N", "B", "N", "C", "C", "C", "C", "N", "N", "C", "C", "C", "C", "N", "N", "C", "C", "C", "C", "N", "H", "H", "H", "H", "H", "H", "H", "H", "H", "H", "H", "H", "H", "H", "H", "H", "H", "H", "H", "H", "O", "S", "C", "C", "C", "C", "C", "C", "C", "C", "C", "C", "C", "C", "H", "H", "H", "H", "H", "H", "H", "H", "H", "H", "C", "C", "C", "C", "C", "N", "H", "H", "H", "H", "H", "H", "H", "H", "H", "O", "C", "O", "C", "C", "C", "C", "C", "C", "N", "O", "O", "H", "H", "H", "H"], "positions_angstrom": [[-1.19, -0.79, 0.32], [-3.84, -2.78, 2.10], [-4.01, -2.47, 0.65], [-5.17, -2.57, -0.13], [-4.79, -2.18, -1.39], [-3.47, -1.88, -1.37], [-3.00, -2.06, -0.10], [-2.53, -1.43, -2.49], [-1.15, -2.07, -2.40], [-0.46, -2.84, -3.27], [0.72, -3.22, -2.68], [0.71, -2.62, -1.42], [1.72, -2.72, -0.33], [-0.42, -1.93, -1.28], [-2.36, 0.12, -2.39], [-2.53, 1.16, -3.24], [-2.32, 2.32, -2.55], [-2.03, 1.92, -1.23], [-1.83, 2.71, -0.06], [-2.06, 0.57, -1.18], [-3.17, -1.89, -3.84], [-3.62, -3.21, -4.09], [-4.00, -3.26, -5.39], [-3.78, -1.97, -5.91], [-3.99, -1.43, -7.25], [-3.24, -1.17, -4.90], [-4.18, -3.79, 2.31], [-4.43, -2.09, 2.71], [-2.79, -2.70, 2.39], [-6.15, -2.88, 0.18], [-5.37, -2.09, -2.29], [-0.85, -3.08, -4.24], [1.49, -3.84, -3.10], [2.60, -2.12, -0.56], [2.06, -3.75, -0.22], [1.31, -2.40, 0.63], [-2.81, 0.99, -4.27], [-2.39, 3.32, -2.92], [-2.09, 3.76, -0.17], [-0.58, 2.74, 0.22], [-2.21, 2.27, 0.86], [-3.62, -3.94, -3.31], [-4.41, -4.10, -5.92], [-4.92, -1.82, -7.68], [-3.19, -1.79, -7.91], [-3.98, -0.34, -7.27], [2.08, 0.34, -2.45], [2.77, 0.89, -1.29], [4.46, 0.43, -1.20], [4.99, 0.14, 0.05], [6.33, -0.21, 0.11], [7.09, -0.28, -1.05], [6.52, 0.00, -2.29], [5.18, 0.35, -2.39], [2.64, 2.63, -1.19], [3.47, 3.32, -0.32], [3.32, 4.70, -0.23], [2.35, 5.34, -0.99], [1.52, 4.62, -1.85], [1.64, 3.25, -1.94], [4.38, 0.18, 0.94], [6.79, -0.43, 1.06], [8.13, -0.56, -1.00], [7.12, -0.06, -3.19], [4.73, 0.56, -3.34], [4.24, 2.82, 0.25], [3.97, 5.27, 0.41], [2.24, 6.41, -0.93], [0.78, 5.14, -2.45], [1.01, 2.67, -2.60], [-0.74, 1.27, 5.23], [-1.90, 0.35, 4.82], [-1.82, -1.00, 5.55], [-3.25, 1.03, 5.06], [-1.76, 0.09, 3.38], [-1.66, -0.13, 2.25], [-0.86, 1.51, 6.29], [-0.74, 2.20, 4.67], [0.23, 0.77, 5.10], [-1.81, -0.81, 6.62], [-0.91, -1.54, 5.29], [-2.68, -1.62, 5.32], [-3.35, 1.20, 6.14], [-4.08, 0.41, 4.73], [-3.31, 2.00, 4.56], [0.15, 2.77, 1.43], [0.76, 1.66, 1.33], [0.59, 0.86, 0.39], [1.72, 1.32, 2.40], [2.22, 2.28, 3.28], [3.14, 1.90, 4.25], [3.55, 0.58, 4.37], [3.02, -0.35, 3.48], [2.11, -0.01, 2.50], [3.42, -1.76, 3.57], [4.35, -2.02, 4.29], [2.77, -2.54, 2.93], [1.90, 3.30, 3.19], [3.53, 2.64, 4.94], [4.26, 0.26, 5.12], [1.73, -0.77, 1.83]], "lowdin_charge": [1.259, -0.016, -0.308, 0.028, -0.040, 0.002, -0.012, -0.632, 0.028, -0.022, 0.029, -0.307, 0.002, -0.057, 0.048, -0.014, 0.037, -0.296, 0.053, 0.001, 0.051, 0.041, 0.052, -0.176, 0.029, 0.206, 0.099, 0.089, 0.059, 0.125, 0.132, 0.129, 0.126, 0.078, 0.107, 0.046, 0.114, 0.126, 0.123, 0.142, 0.096, 0.151, 0.140, 0.118, 0.129, 0.102, -0.294, 1.127, -0.374, -0.066, -0.027, -0.013, -0.022, -0.031, -0.352, -0.040, -0.024, -0.013, -0.033, -0.052, 0.101, 0.125, 0.129, 0.128, 0.127, 0.118, 0.128, 0.128, 0.123, 0.114, -0.017, -0.569, -0.013, -0.015, -0.068, 0.082, 0.108, 0.094, 0.083, 0.107, 0.096, 0.092, 0.107, 0.094, 0.097, 0.082, -0.588, -0.145, -0.142, 0.007, -0.014, 0.043, -0.132, 0.033, -0.355, 0.137, 0.083, 0.130, 0.126, 0.137, 0.096], "s_squared": 8.79, "total_charge": 3, "orbital_gap_ha": [0.31399, 0.19622], "spin_multiplicity": 6}